Entry from the Open Molecules 2025 dataset: a cluster of 2 separate species, C4H14N2O in total in a non-equilibrium geometry (wB97M-V/def2-TZVPD).

The structure (SMILES) is NCCCCN.O. Its orbital gap is 9.07 eV. The molar mass is 106.17 Da. For the electronic energy, the calculation gives -345.48273 Ha. The energy above the lowest of the compared OMol25 structures with the same formula, charge and spin is 245.4 kJ/mol. The value obtained for the lowest unoccupied orbital energy is 0.0236 Eh.

Geometry (Å):
1 N -0.01024 1.88243 -1.02479
2 C -0.17155 0.97774 0.07900
3 C 1.22626 0.35286 0.33660
4 C 1.67976 -0.59631 -0.90874
5 C 0.54911 -1.74934 -1.01617
6 N -0.26997 -2.15638 0.09885
7 H 0.02344 2.87510 -0.77862
8 H -0.63030 1.91425 -1.88391
9 H -0.93313 0.22291 -0.12232
10 H -0.41739 1.51038 1.05463
11 H 1.99403 1.06104 0.54414
12 H 1.13115 -0.32353 1.29595
13 H 2.58133 -1.19985 -0.47201
14 H 1.98033 -0.10812 -1.80953
15 H -0.10104 -1.33265 -1.85688
16 H 1.05907 -2.63933 -1.35208
17 H 0.19961 -2.75377 0.76073
18 H -1.01755 -1.67361 0.57786
19 O -2.67150 1.07011 2.31668
20 H -3.27728 1.59039 2.84936
21 H -2.92415 1.07571 1.31123

---

Entry from the Open Molecules 2025 dataset: a cluster of 8 separate species, C40H66BF9O26 in total in a non-equilibrium geometry (wB97M-V/def2-TZVPD).

The structure (SMILES) is CCOB(O)C1=C(CCC(F)(F)C(F)(F)C(F)(F)C(F)(F)F)C(=O)OC1=O.CCOC(=O)OC.CCOC(=O)OC.CCOC(=O)OC.CCOC(=O)OC.CCOC(=O)OC.CCOC(=O)OC.CCOC(=O)OC. Its orbital gap is 9.78 eV. The molar mass is 1144.74 Da. For the electronic energy, the calculation gives -4443.86590 Ha. The value obtained for the lowest unoccupied orbital energy is -0.0347 Eh.

Geometry (Å):
1 C -1.63404 -1.48159 -2.74750
2 C -1.03091 -0.79300 -1.53270
3 O 0.05004 0.06043 -1.89293
4 B -0.15822 1.42608 -1.92596
5 O -0.31309 2.16501 -0.79009
6 C -0.25139 2.03374 -3.37415
7 C -1.24241 2.73468 -3.97431
8 C -2.47982 3.37662 -3.40779
9 C -3.26479 2.40862 -2.50095
10 C -4.65189 2.88757 -2.09688
11 F -4.62852 4.23537 -1.88842
12 F -4.96547 2.29716 -0.88886
13 C -5.87225 2.58893 -3.02569
14 F -6.98446 2.78064 -2.27427
15 F -5.91426 3.48061 -4.04747
16 C -5.98238 1.13618 -3.59713
17 F -5.48738 0.25379 -2.69560
18 F -7.29530 0.86318 -3.75627
19 C -5.30420 0.89471 -4.99540
20 F -4.33836 1.78063 -5.23553
21 F -4.75478 -0.32441 -5.00431
22 F -6.20365 0.96253 -5.96864
23 C -0.98152 2.60433 -5.44735
24 O -1.78267 2.57163 -6.33436
25 O 0.33363 2.20987 -5.63283
26 C 0.85248 1.95622 -4.37006
27 O 2.02926 1.93813 -4.13914
28 H -2.55626 -1.99400 -2.45957
29 H -1.88247 -0.76146 -3.53090
30 H -0.95876 -2.23761 -3.15252
31 H -0.67079 -1.55293 -0.83378
32 H -1.83310 -0.25533 -1.00488
33 H -0.69714 1.62764 -0.08554
34 H -3.08368 3.82179 -4.19891
35 H -2.12485 4.20321 -2.78275
36 H -2.73149 2.33452 -1.55300
37 H -3.29942 1.41480 -2.94571
38 C 4.04021 -0.37373 -3.56160
39 C 3.72594 -1.74681 -4.10850
40 O 4.47777 -2.78292 -3.44820
41 C 4.00391 -3.17131 -2.27014
42 O 3.00190 -2.77567 -1.73337
43 O 4.82762 -4.10155 -1.78045
44 C 4.46414 -4.59052 -0.48951
45 H 5.11529 -0.18894 -3.59643
46 H 3.53194 0.38989 -4.14441
47 H 3.71832 -0.28335 -2.52441
48 H 4.01761 -1.81886 -5.15452
49 H 2.66163 -1.97115 -4.03869
50 H 3.42993 -4.92816 -0.47613
51 H 4.61493 -3.82068 0.26567
52 H 5.12035 -5.42959 -0.27531
53 C 3.23697 -9.15431 -1.24273
54 C 4.64953 -9.27129 -0.71364
55 O 4.68953 -9.14988 0.71703
56 C 4.35827 -10.24626 1.39396
57 O 4.06396 -11.31398 0.92824
58 O 4.41516 -9.95275 2.69506
59 C 4.03329 -11.02591 3.56094
60 H 2.77528 -8.23329 -0.88389
61 H 3.24094 -9.14392 -2.33237
62 H 2.62016 -9.98840 -0.91027
63 H 5.25712 -8.45075 -1.09033
64 H 5.11355 -10.20565 -1.02622
65 H 4.59258 -11.92967 3.33235
66 H 2.96473 -11.21910 3.47413
67 H 4.26012 -10.70540 4.57406
68 C 0.42854 7.17223 1.10071
69 C -0.80941 7.24865 0.23534
70 O -1.40460 5.95340 0.04466
71 C -2.15272 5.50983 1.04902
72 O -2.39273 6.09014 2.07499
73 O -2.61126 4.30251 0.71579
74 C -3.42207 3.68255 1.72044
75 H 1.13417 6.44950 0.69006
76 H 0.91270 8.14748 1.14708
77 H 0.17706 6.86349 2.11457
78 H -0.56157 7.58887 -0.76812
79 H -1.54863 7.93138 0.65280
80 H -4.22445 4.34537 2.03645
81 H -2.81252 3.40388 2.57871
82 H -3.84355 2.79402 1.26033
83 C -4.80798 7.47109 0.65276
84 C -5.61885 7.24743 1.90761
85 O -6.16830 8.47603 2.41211
86 C -7.26095 8.90825 1.78846
87 O -7.82849 8.35931 0.88053
88 O -7.63191 10.05823 2.35219
89 C -8.78152 10.66382 1.75590
90 H -4.04032 8.22502 0.82940
91 H -4.33077 6.54409 0.34334
92 H -5.43735 7.81916 -0.16433
93 H -4.98219 6.87092 2.70581
94 H -6.42043 6.52760 1.74117
95 H -9.60900 9.96004 1.70589
96 H -8.54394 11.02478 0.75653
97 H -9.04464 11.50024 2.39618
98 C 1.54088 -7.49338 4.38462
99 C 2.32618 -8.27652 5.41427
100 O 2.38661 -7.57239 6.66584
101 C 1.29391 -7.66200 7.42461
102 O 0.30123 -8.28955 7.16736
103 O 1.49747 -6.94029 8.52448
104 C 0.38725 -6.90951 9.42634
105 H 1.94521 -6.48496 4.28546
106 H 1.59152 -7.99039 3.41533
107 H 0.49521 -7.40740 4.67714
108 H 3.35471 -8.38838 5.08215
109 H 1.90971 -9.27354 5.55547
110 H 0.05601 -7.91670 9.66754
111 H -0.43567 -6.34371 8.99302
112 H 0.74464 -6.41211 10.32256
113 C -3.20552 10.16738 -4.69616
114 C -1.80028 9.92097 -4.19181
115 O -1.40130 8.54808 -4.36983
116 C -1.05229 8.22530 -5.61444
117 O -1.02886 8.97049 -6.55859
118 O -0.71901 6.93145 -5.64024
119 C -0.42626 6.44567 -6.95614
120 H -3.90365 9.46944 -4.23553
121 H -3.51737 11.18435 -4.45815
122 H -3.25773 10.03462 -5.77510
123 H -1.73519 10.09120 -3.11894
124 H -1.08314 10.57685 -4.68364
125 H 0.30525 7.07518 -7.45538
126 H -1.34087 6.40676 -7.54586
127 H -0.02921 5.44035 -6.84613
128 C 5.34630 -7.00053 4.27878
129 C 5.49543 -6.77157 5.76893
130 O 6.75408 -7.27485 6.24781
131 C 7.80368 -6.48991 6.02240
132 O 7.78675 -5.41010 5.49204
133 O 8.88850 -7.10275 6.49815
134 C 10.10869 -6.38741 6.29060
135 H 5.50179 -8.05217 4.03693
136 H 4.35373 -6.70703 3.93763
137 H 6.08250 -6.42340 3.71983
138 H 4.73580 -7.32266 6.31365
139 H 5.38885 -5.71884 6.02707
140 H 10.03032 -5.36943 6.66496
141 H 10.36338 -6.37223 5.23213
142 H 10.87012 -6.92815 6.84438

---

Entry from the Open Molecules 2025 dataset: a cluster of 3 separate species, C38H56Br2N2O5S in total (wB97M-V/def2-TZVPD).

The structure (SMILES) is COCCCCCCCCCCCc1ccc2c(c1)C(=O)c1cc(CCCS)cc([C@H](Br)[C@@H](C)Br)c1C2=O.CNC(C)=O.CNC(C)=O. Its orbital gap is 8.27 eV. The molar mass is 812.75 Da. For the electronic energy, the calculation gives -7513.54537 Ha. The energy above the lowest of the compared OMol25 structures with the same formula, charge and spin is 0.0 kJ/mol. The value obtained for the lowest unoccupied orbital energy is -0.0241 Eh.

Geometry (Å):
1 C 1.44964 7.07866 2.29925
2 O 2.32384 6.39409 3.17076
3 C 2.40132 5.01371 2.88033
4 C 3.44730 4.37471 3.79233
5 C 3.03413 3.01967 4.40977
6 C 3.69890 1.80849 3.75899
7 C 3.64360 0.54756 4.62415
8 C 3.77526 -0.74126 3.81318
9 C 4.08653 -1.95111 4.69694
10 C 3.81463 -3.29693 4.02556
11 C 4.78842 -3.58162 2.86647
12 C 4.08602 -3.75453 1.51846
13 C 5.01873 -3.55939 0.29524
14 C 4.45768 -2.53497 -0.65220
15 C 4.59294 -1.17443 -0.39524
16 C 4.00532 -0.23039 -1.21518
17 C 3.25033 -0.64449 -2.30438
18 C 3.13245 -2.00001 -2.58574
19 C 3.74182 -2.93781 -1.77243
20 C 2.33143 -2.39472 -3.77414
21 O 2.58612 -3.36981 -4.44234
22 C 1.16579 -1.50397 -4.05064
23 C 0.00207 -2.03835 -4.58413
24 C -1.10950 -1.23519 -4.76301
25 C -2.39264 -1.82100 -5.28930
26 C -3.47122 -1.99810 -4.21094
27 C -2.96424 -2.65688 -2.91927
28 S -2.69951 -1.46815 -1.56902
29 C -1.02956 0.11416 -4.41611
30 C 0.13640 0.67936 -3.91911
31 C 0.22693 2.12601 -3.50244
32 Br 0.07502 2.13268 -1.53106
33 C -0.70550 3.14303 -4.14811
34 C -0.63025 3.10061 -5.67041
35 Br -2.55565 3.06415 -3.54489
36 C 1.25262 -0.14944 -3.73561
37 C 2.56058 0.32810 -3.19123
38 O 3.04222 1.40723 -3.46172
39 H 0.40826 6.81371 2.50423
40 H 1.60056 8.14377 2.45768
41 H 1.68378 6.85035 1.25422
42 H 2.67486 4.88510 1.82393
43 H 1.41855 4.53966 3.00887
44 H 3.63858 5.08774 4.59329
45 H 4.37475 4.24346 3.23368
46 H 1.95214 2.90541 4.31906
47 H 3.29163 3.03416 5.47115
48 H 4.74160 2.03042 3.52139
49 H 3.19043 1.58818 2.81340
50 H 4.46251 0.56952 5.34930
51 H 2.70342 0.52361 5.18157
52 H 2.84833 -0.92035 3.26106
53 H 4.58929 -0.60364 3.09501
54 H 3.52758 -1.88310 5.63476
55 H 5.14917 -1.91915 4.96184
56 H 2.78180 -3.31328 3.66626
57 H 3.89664 -4.07397 4.78844
58 H 5.35870 -4.48666 3.08173
59 H 5.48611 -2.74534 2.77860
60 H 3.60293 -4.73280 1.47108
61 H 3.27524 -3.02283 1.45949
62 H 5.09863 -4.50096 -0.24856
63 H 6.00734 -3.25866 0.64020
64 H 5.15400 -0.82827 0.46487
65 H 4.11901 0.82707 -1.00933
66 H 3.64387 -3.98858 -2.01201
67 H -0.02045 -3.09096 -4.83929
68 H -2.79539 -1.17629 -6.07127
69 H -2.16613 -2.80109 -5.71372
70 H -4.28101 -2.60477 -4.61812
71 H -3.87715 -1.01725 -3.95488
72 H -2.05196 -3.23380 -3.06201
73 H -3.70931 -3.34870 -2.52830
74 H -1.38923 -1.23107 -1.68789
75 H -1.92180 0.71826 -4.52686
76 H 1.23221 2.49883 -3.66244
77 H -0.35977 4.12288 -3.82627
78 H -0.71305 2.09351 -6.07153
79 H -1.43301 3.69913 -6.09529
80 H 0.32768 3.50992 -5.99873
81 C -6.53007 0.49930 -0.27854
82 N -5.72658 0.48953 -1.48978
83 C -5.76419 1.33647 -2.54679
84 C -6.72605 2.49884 -2.47223
85 O -5.02824 1.16717 -3.51054
86 H -5.88671 0.60101 0.59676
87 H -7.07839 -0.43962 -0.19708
88 H -7.24035 1.31895 -0.29062
89 H -5.03057 -0.23466 -1.58852
90 H -6.62587 3.08085 -3.38322
91 H -7.75470 2.14753 -2.38507
92 H -6.50080 3.13480 -1.61532
93 C -4.81896 -1.97834 5.02320
94 N -6.06940 -1.61931 4.38392
95 C -6.44410 -1.82124 3.09242
96 C -5.45062 -2.50872 2.18461
97 O -7.53865 -1.45666 2.69628
98 H -4.99313 -2.66524 5.85305
99 H -4.31523 -1.09134 5.41085
100 H -4.15895 -2.46227 4.31144
101 H -6.77384 -1.15985 4.93903
102 H -5.89398 -2.58718 1.19678
103 H -4.52688 -1.93310 2.11137
104 H -5.21503 -3.50978 2.54661

---

Entry from the Open Molecules 2025 dataset: a cluster of 5 separate species, C5H20N2O5 in total in a non-equilibrium geometry (wB97M-V/def2-TZVPD).

The structure (SMILES) is CCNCC(=O)NC.O.O.O.O. Its orbital gap is 9.61 eV. The molar mass is 188.22 Da. For the electronic energy, the calculation gives -688.21314 Ha. The energy above the lowest of the compared OMol25 structures with the same formula, charge and spin is 129.3 kJ/mol. The value obtained for the lowest unoccupied orbital energy is 0.0088 Eh.

Geometry (Å):
1 C 1.84491 2.24744 1.93585
2 C 0.48346 1.78968 1.41790
3 N 0.63209 0.78282 0.35526
4 C 0.56198 -0.60248 0.76761
5 C 1.80860 -1.35719 0.34110
6 O 2.87327 -0.75383 0.29980
7 N 1.79248 -2.70980 0.18310
8 C 0.60970 -3.50678 0.03744
9 H 2.38893 2.68371 1.09218
10 H 2.48116 1.39215 2.18682
11 H 1.82434 2.85356 2.83388
12 H -0.10475 1.34353 2.22071
13 H -0.07185 2.66496 1.07373
14 H 1.53668 0.94349 -0.07372
15 H -0.31504 -1.03826 0.28357
16 H 0.40232 -0.74068 1.83990
17 H 2.70873 -3.06685 -0.03024
18 H -0.32486 -2.94373 0.03178
19 H 0.62179 -4.08440 -0.87613
20 H 0.35708 -4.19285 0.85417
21 O -3.83797 0.24834 -1.21154
22 H -3.05273 0.79987 -1.38364
23 H -3.90485 -0.30633 -1.99534
24 O -3.38657 -0.54601 1.43956
25 H -2.63715 -0.53994 0.83855
26 H -3.83965 0.27521 1.21925
27 O -1.37553 2.08417 -1.41130
28 H -1.29194 2.12356 -2.37693
29 H -0.53498 1.73100 -1.06324
30 O 0.23423 0.99939 -3.53318
31 H 0.50110 0.51211 -4.32582
32 H 1.01503 0.91416 -2.97109

---

Repeat the fourth record exactly.
Entry from the Open Molecules 2025 dataset: a cluster of 5 separate species, C5H20N2O5 in total in a non-equilibrium geometry (wB97M-V/def2-TZVPD).

The structure (SMILES) is CCNCC(=O)NC.O.O.O.O. Its orbital gap is 9.61 eV. The molar mass is 188.22 Da. For the electronic energy, the calculation gives -688.21314 Ha. The energy above the lowest of the compared OMol25 structures with the same formula, charge and spin is 129.3 kJ/mol. The value obtained for the lowest unoccupied orbital energy is 0.0088 Eh.

Geometry (Å):
1 C 1.84491 2.24744 1.93585
2 C 0.48346 1.78968 1.41790
3 N 0.63209 0.78282 0.35526
4 C 0.56198 -0.60248 0.76761
5 C 1.80860 -1.35719 0.34110
6 O 2.87327 -0.75383 0.29980
7 N 1.79248 -2.70980 0.18310
8 C 0.60970 -3.50678 0.03744
9 H 2.38893 2.68371 1.09218
10 H 2.48116 1.39215 2.18682
11 H 1.82434 2.85356 2.83388
12 H -0.10475 1.34353 2.22071
13 H -0.07185 2.66496 1.07373
14 H 1.53668 0.94349 -0.07372
15 H -0.31504 -1.03826 0.28357
16 H 0.40232 -0.74068 1.83990
17 H 2.70873 -3.06685 -0.03024
18 H -0.32486 -2.94373 0.03178
19 H 0.62179 -4.08440 -0.87613
20 H 0.35708 -4.19285 0.85417
21 O -3.83797 0.24834 -1.21154
22 H -3.05273 0.79987 -1.38364
23 H -3.90485 -0.30633 -1.99534
24 O -3.38657 -0.54601 1.43956
25 H -2.63715 -0.53994 0.83855
26 H -3.83965 0.27521 1.21925
27 O -1.37553 2.08417 -1.41130
28 H -1.29194 2.12356 -2.37693
29 H -0.53498 1.73100 -1.06324
30 O 0.23423 0.99939 -3.53318
31 H 0.50110 0.51211 -4.32582
32 H 1.01503 0.91416 -2.97109

---

Q: Which value of orbital gap does entry 1 give?
A: 9.07 eV